[1]
DFT (wB97M-V/def2-TZVPD) results for a cluster of 7 separate species, C7H28N14O7 in total in a non-equilibrium geometry.

Geometry as XYZ:
```
56
Properties=species:S:1:pos:R:3
N 1.1991 2.5832 -3.2935
C 1.8086 1.5759 -4.0071
N 1.3473 0.3327 -3.6914
O 2.5326 1.7702 -4.9735
H 0.4999 2.2710 -2.6426
H 1.2406 3.5362 -3.5992
H 1.6921 -0.4428 -4.2265
H 0.7239 0.1291 -2.8982
N -1.2742 -0.9248 0.3541
C -0.3157 -0.4353 -0.4545
N 0.6673 0.2035 0.2333
O -0.2484 -0.6866 -1.6695
H -2.0828 -1.4175 0.0205
H -1.0881 -0.8535 1.3434
H 0.5066 0.3350 1.2203
H 1.4026 0.6163 -0.3113
N 1.6088 1.6891 3.0454
C 1.4948 2.8781 3.7360
N 2.2826 3.8926 3.2630
O 0.5457 3.0725 4.4821
H 1.1719 0.9666 3.5889
H 2.3339 1.4121 2.4017
H 3.0628 3.7118 2.6589
H 2.0512 4.7740 3.6856
N -0.2286 -2.3794 3.3994
C -0.3408 -1.0826 3.8375
N 0.1373 -0.8835 5.0870
O -0.6435 -0.1517 3.0859
H -0.6480 -2.7252 2.5593
H 0.4240 -2.9814 3.8680
H 0.1360 0.0538 5.4571
H 0.4129 -1.6314 5.6947
N 2.5098 2.5755 0.0316
C 3.7663 2.4899 0.5723
N 4.7985 2.4128 -0.3062
O 3.9170 2.2543 1.7730
H 2.5705 2.7315 -0.9656
H 1.6795 2.7583 0.5604
H 5.6970 2.1796 0.0750
H 4.7782 2.8010 -1.2332
N -2.0216 -1.8281 -3.7646
C -2.4501 -1.4311 -4.9925
N -1.5538 -0.6258 -5.6572
O -3.5518 -1.6053 -5.4995
H -2.4309 -2.5313 -3.1800
H -1.1834 -1.4211 -3.3786
H -1.9732 -0.2203 -6.4735
H -0.5800 -0.5557 -5.4352
N -5.6476 -4.0485 0.6195
C -4.2958 -4.0802 0.8055
N -3.6558 -2.8551 0.8084
O -3.6619 -5.1175 0.8906
H -6.0454 -4.9594 0.7698
H -6.1587 -3.1878 0.6225
H -4.2179 -2.0419 0.9939
H -2.7013 -2.9022 1.1086
```

Summary:
Max |F|: 2.404 eV/Å
Structure (SMILES): NC(N)=O.NC(N)=O.NC(N)=O.NC(N)=O.NC(N)=O.NC(N)=O.NC(N)=O
Frontier orbital gap: 9.3 eV
Relative energy (zero: lowest compared OMol25 entry of this formula, charge and spin): 0.966 eV
HOMO level: -0.3408 Eh



[2]
DFT (wB97M-V/def2-TZVPD) results for a cluster of 7 separate species, C7H28N6O9 in total in a non-equilibrium geometry.

Geometry as XYZ:
```
50
Properties=species:S:1:pos:R:3
C -0.3153 -4.6199 -20.1554
O -1.0004 -5.4814 -19.6485
N -0.0847 -4.5910 -21.4356
N 0.4216 -3.7595 -19.5706
H -0.2944 -5.3308 -22.0904
H 0.6131 -3.9473 -21.7803
H 0.8908 -3.0559 -20.1228
H 0.5118 -3.7835 -18.5649
C -0.3995 0.7925 -18.2561
O -0.7518 1.6331 -17.4760
N -1.1325 -0.2466 -18.5561
N 0.8620 0.6260 -18.5682
H -0.9515 -0.8501 -19.3455
H -2.0211 -0.2977 -18.0787
H 1.2899 -0.2397 -18.8641
H 1.5126 1.3134 -18.2156
C -0.3626 0.2642 -13.7158
O -0.0958 0.9575 -12.7581
N 0.3179 -0.8819 -13.9564
N -1.1650 0.4885 -14.7235
H 0.0611 -1.4447 -14.7548
H 1.0049 -1.0346 -13.2320
H -1.7698 1.2542 -14.4626
H -1.0912 0.1575 -15.6749
C 1.4153 -4.9073 -15.8193
C 2.5292 -5.8980 -15.2910
O 3.7194 -5.1389 -15.0727
O 1.8080 -4.4609 -17.0399
H 1.3944 -4.1189 -15.0670
H 0.4234 -5.3546 -15.8838
H 2.8703 -6.7874 -15.8208
H 2.2847 -6.2185 -14.2783
H 3.4375 -4.3844 -14.5504
H 2.0288 -5.2352 -17.5627
C -1.7334 -3.3449 -16.0380
C -2.9729 -2.5302 -15.6400
O -3.3728 -1.7808 -16.7934
O -0.7078 -2.3713 -16.2272
H -1.8821 -3.9966 -16.8989
H -1.4631 -3.8504 -15.1109
H -2.7068 -1.8887 -14.7999
H -3.8061 -3.1469 -15.3028
H -3.8952 -1.0573 -16.4396
H -0.9002 -1.9693 -17.0776
O 4.0650 -0.0889 -16.7732
H 3.3331 -0.7049 -16.8069
H 4.6341 -0.4299 -16.0832
O 2.1879 -1.7761 -16.9342
H 2.5198 -2.6156 -17.2524
H 1.3180 -1.9771 -16.5893
```

Summary:
Spin multiplicity: 2
Max |F|: 5.511 eV/Å
Frontier orbital gap (alpha / beta): 2.4 / 9.3 eV
Relative energy (zero: lowest compared OMol25 entry of this formula, charge and spin): 0.843 eV
HOMO level (alpha / beta): 0.0046 / -0.2541 Eh
Net charge: -1



[3]
DFT (wB97M-V/def2-TZVPD) results for a cluster of 8 separate species, C7H28NO7 in total in a non-equilibrium geometry.

Geometry as XYZ:
```
43
Properties=species:S:1:pos:R:3
C -0.4700 1.0813 0.6704
C -1.9276 1.6513 0.5283
C -2.9356 0.4389 0.2547
C -2.0663 -1.7996 -0.4834
C -2.3218 -0.5183 -0.7982
C -2.3279 -0.2561 -2.2122
C -1.3723 -0.6362 -3.0955
N 0.2920 1.3893 -0.5452
H -0.3707 -0.0214 0.8675
H 0.2166 1.3564 1.4902
H -2.2756 2.2895 1.2953
H -1.8395 2.2557 -0.3535
H -3.6958 0.9832 -0.3357
H -3.4403 0.0077 1.0950
H -1.7282 -2.3979 -1.3721
H -2.1396 -2.3168 0.5000
H -3.2900 0.1969 -2.6575
H -0.4015 -1.1433 -2.9427
H -1.5201 -0.3096 -4.1398
H -0.3313 1.6444 -1.3118
H 0.8598 0.5661 -0.8698
H 0.9236 2.1766 -0.5521
H 0.5912 -3.4083 1.8926
H -0.8515 -3.6455 2.0680
O -0.2857 -2.9132 1.9559
H 1.6669 -4.2601 0.5038
H 2.4573 -3.0008 0.6779
O 1.5323 -3.3342 0.3555
H -1.0230 0.3770 3.1853
H 0.1600 0.2790 4.3278
O -0.0889 0.6341 3.4532
H 3.1182 1.9890 2.2822
H 1.6561 1.7515 2.6363
O 2.2202 1.7648 1.9180
H -0.2997 1.7508 -3.7453
H -1.0533 2.9667 -2.8276
O -0.3183 2.3317 -2.9597
H 3.5920 0.8612 -0.2470
H 3.5843 0.7775 -1.8377
O 3.1022 1.0303 -1.0601
H 4.1437 -1.5112 0.3627
H 3.9222 -0.5064 1.4787
O 4.3362 -0.5723 0.5471
```

Summary:
Max |F|: 4.114 eV/Å
Frontier orbital gap: 9.0 eV
Relative energy (zero: lowest compared OMol25 entry of this formula, charge and spin): 2.810 eV
HOMO level: -0.4279 Eh
Net charge: +1



Quick rundown of E, same order as above: -1577.0692; -1289.2205; -864.6000 hartree